1.
DFT (ωB97M-V/def2-TZVPD) results for a single C18H32N2O6 molecule.

Lowest unoccupied orbital energy (Ha): 0.0161
Structure (SMILES): CCOC(=O)CNC(=O)[C@@H]1CCCN(C(=O)[C@@H](O)[C@@H](OC)C(C)C)CC1
Energy above the lowest of the compared OMol25 structures with the same formula, charge and spin (kJ/mol): 8.5
Gap between HOMO and LUMO (eV): 9.624
HOMO level (eV): -9.19
DFT total energy (eV): -34451.6279

```
! wB97M-V def2-TZVPD RIJCOSX def2/J DEFGRID3
* xyz 0 1
O 1.60735 -6.20321 3.53016
O 1.82247 -2.19503 0.46354
O -1.97266 2.91921 -4.05122
O -2.16622 3.17316 -1.27355
O 0.36751 3.09413 -0.30027
O 0.68114 -4.39500 4.48360
N 0.79695 -2.90757 2.33300
N 0.64732 0.94096 -0.93344
C 1.82231 0.82409 -0.07195
C -1.26390 2.24437 -1.81599
C -0.05683 -4.21237 6.73964
C 0.08309 -0.31667 -1.41280
C 1.46290 0.58500 1.39177
C 0.61952 3.65599 -4.95787
C 0.57554 -5.12966 5.72409
C -3.00197 1.95811 -4.10361
C 1.22654 -5.06691 3.45862
C -0.85475 2.53623 -3.28181
C -0.94043 -0.95326 -0.45404
C 0.51344 -0.58027 1.69989
C 1.30189 -4.25171 2.18934
C -0.85871 -0.47427 0.99664
C -0.17168 4.98501 -2.97690
C -0.01986 2.12266 -0.93222
C 1.12521 -1.94474 1.43535
C 0.22948 3.59930 -3.48218
H 0.55357 -3.32318 6.89523
H 0.30621 -0.51712 2.77336
H 2.43016 0.00888 -0.45562
H -0.45402 1.58877 -3.68062
H -0.02117 -6.02335 5.54341
H 2.34385 -4.22357 1.86699
H -1.58646 -1.05393 1.57010
H -1.05143 -3.90237 6.41959
H 1.10168 3.26456 -2.91241
H 0.55681 5.72620 -3.30983
H -0.35865 -0.17436 -2.39861
H -3.54158 1.89328 -3.15460
H 1.57494 -5.44831 6.01872
H 0.76363 -4.81324 1.42138
H -1.80804 1.29924 -1.80635
H -0.21263 4.01834 -5.56148
H -3.69449 2.27284 -4.88143
H -1.95678 -0.75036 -0.80178
H 0.29030 -2.67331 3.16870
H -1.17920 0.56906 1.06226
H -1.78944 4.05517 -1.36302
H -0.15167 -4.73358 7.69220
H -2.60568 0.96776 -4.36368
H -0.81483 -2.03796 -0.49486
H -0.18268 5.02650 -1.88625
H 0.99025 1.49356 1.77117
H 0.90533 2.67005 -5.33117
H 2.38205 1.75551 -0.14395
H 2.39137 0.44735 1.95274
H -1.14662 5.27589 -3.37192
H 1.46605 4.32919 -5.10017
H 0.92352 -0.99504 -1.53588
*
```

2.
DFT (ωB97M-V/def2-TZVPD) results for a molecular structure, C18H32N3OPRuSi.

Lowest unoccupied orbital energy (spin up / spin down) (Ha): 0.0209 / -0.0650
Energy above the lowest of the compared OMol25 structures with the same formula, charge and spin (kJ/mol): 116.7
Gap between HOMO and LUMO (spin up / spin down) (eV): 5.559 / 5.138
HOMO level (spin up / spin down) (eV): -4.99 / -6.91
DFT total energy (eV): -45445.4667

```
! wB97M-V def2-TZVPD RIJCOSX def2/J DEFGRID3
* xyz 0 5
Ru 0.30161 -0.40914 -0.08692
P -1.68054 -1.47373 -0.39844
Si 1.05406 -1.52305 -1.85841
O -0.21402 1.40948 -2.27743
N 4.31484 4.31691 0.80899
N 1.58604 1.26457 0.16633
N 0.67422 -1.02195 1.52055
C 3.38597 3.36180 0.57088
C 0.96454 -1.01210 -3.65086
C 1.36018 -1.81702 2.30816
C -2.07639 2.39960 -3.35972
C 3.17583 2.81815 -0.70338
C -1.14705 3.23034 -1.05886
C 2.04132 -2.46992 4.53310
C 2.76591 -3.54891 3.96777
C -1.56047 -3.19298 0.22137
C 1.34529 -1.60906 3.71650
C 2.28980 1.77633 -0.86684
C -2.43887 -1.70087 -2.05124
C 2.10918 -2.89050 1.74627
C 2.79283 -3.73962 2.57990
C 2.59680 2.86534 1.63560
C 1.68464 1.83621 1.38933
C -3.10197 -0.84837 0.57231
C -1.26369 2.09379 -2.11206
H -3.37521 -2.26125 -1.93518
H -2.19592 1.93085 -1.59787
H -1.76273 -2.26165 -2.70275
H 1.02008 1.41950 2.15420
H -1.40517 2.91586 -0.03333
H -0.76030 -3.71452 -0.30847
H -1.33307 -3.17202 1.29160
H -3.33429 0.17722 0.26298
H -2.84907 -0.85373 1.63885
H 1.34271 0.01609 -3.79629
H 0.66595 -2.95550 -1.87350
H 4.48947 4.68914 1.68715
H -2.65358 -0.72686 -2.50519
H 2.70190 3.24047 2.64694
H -0.14671 3.63999 -1.05036
H 0.76417 -0.76202 4.08148
H -3.98638 -1.48110 0.41197
H 2.03749 -2.32719 5.61049
H -3.06094 2.71846 -3.02587
H -2.51173 -3.71255 0.05894
H 4.89332 4.66570 0.02789
H 3.73756 3.17470 -1.58072
H 2.08593 1.30492 -1.83980
H 1.60596 -1.71141 -4.22414
H -1.57591 3.20869 -3.85987
H 2.10479 -2.98746 0.65146
H 2.49876 -1.36565 -1.50729
H 3.36434 -4.57196 2.14821
H -2.17457 1.55281 -4.03353
H -1.89580 3.96159 -1.37023
H 3.30771 -4.23156 4.62114
H -0.06714 -1.06407 -4.04325
*
```

3.
DFT (ωB97M-V/def2-TZVPD) results for a molecular structure, C18H32N3PtS2Si4Te.

Lowest unoccupied orbital energy (Ha): 0.0821
Energy above the lowest of the compared OMol25 structures with the same formula, charge and spin (kJ/mol): 0.0
Gap between HOMO and LUMO (eV): 6.633
HOMO level (eV): -4.40
DFT total energy (eV): -87383.2805

```
! wB97M-V def2-TZVPD RIJCOSX def2/J DEFGRID3
* xyz -1 1
Pt -0.44818 -0.15870 -0.43363
Te 0.29751 -2.27716 -1.81739
S -0.92622 1.98564 0.34476
S -0.54195 3.92657 -1.93240
Si -2.29946 -4.15105 -4.06429
Si -3.60263 -3.17129 -0.62643
Si -1.69555 -3.79132 -1.82735
Si -0.93872 -5.81401 -0.93408
N -0.54011 -1.15129 1.43624
N 1.33879 1.05384 -3.78389
N -2.92846 0.57144 -3.15182
C -0.60199 -2.26811 3.97546
C -3.38681 -3.55644 1.20875
C -0.75438 -4.18399 -5.13108
C -3.17668 -5.81482 -4.25951
C -2.32336 -7.07839 -0.69946
C 0.35275 -6.56522 -2.08119
C -3.44515 -2.79911 -4.68005
C -0.12325 -5.53868 0.74177
C -4.08326 -1.37683 -0.85756
C 0.29748 -2.71865 3.02554
C -1.47327 -1.24704 3.63092
C -0.61782 1.10227 -2.06472
C -1.41085 -0.71751 2.35651
C -1.90093 0.80578 -2.68978
C -0.70184 2.44075 -1.30263
C -5.03717 -4.24700 -1.22219
C 0.46632 1.06624 -3.03571
C 0.29984 -2.13717 1.76871
H -1.92026 -8.02776 -0.33466
H -3.28837 -0.70115 -0.53331
H -2.06664 0.08446 2.04429
H -4.40569 -2.82394 -4.15988
H -2.46282 -3.13310 1.60356
H -4.99258 -1.15046 -0.29146
H 0.96831 -2.46428 0.98408
H 0.79587 -7.46349 -1.64157
H 1.15338 -5.84625 -2.27073
H -5.93320 -4.04549 -0.62740
H -4.26588 -1.15211 -1.91068
H -3.64102 -2.92048 -5.74963
H -5.27687 -4.04023 -2.26707
H 0.70853 -4.83889 0.63402
H -2.84820 -7.27242 -1.63731
H -3.34924 -4.63684 1.37064
H -1.01342 -4.35534 -6.17987
H -0.62828 -2.70643 4.96474
H -0.06844 -4.97302 -4.81363
H -0.22263 -3.23385 -5.05483
H -4.06690 -5.87578 -3.62938
H -0.82680 -5.12041 1.46514
H -3.05978 -6.72674 0.02707
H -4.22196 -3.15702 1.79185
H -2.51671 -6.64319 -3.99005
H -4.80639 -5.31139 -1.13437
H -3.01313 -1.80917 -4.52319
H -2.19991 -0.86100 4.33179
H 0.99344 -3.51802 3.23825
H 0.26381 -6.48014 1.14295
H -3.48880 -5.96010 -5.29793
H -0.08454 -6.83958 -3.04415
*
```

4.
DFT (ωB97M-V/def2-TZVPD) results for 7 unconnected molecules or ions with the total composition C18H32NO21S2.

Lowest unoccupied orbital energy (Ha): 0.0706
Energy above the lowest of the compared OMol25 structures with the same formula, charge and spin (kJ/mol): 170.8
Gap between HOMO and LUMO (eV): 8.840
HOMO level (eV): -6.92
DFT total energy (eV): -85333.3317

```
! wB97M-V def2-TZVPD RIJCOSX def2/J DEFGRID3
* xyz -1 1
S 12.28400 33.13700 27.22000
S 8.41000 30.93500 24.16800
O 11.77400 28.51500 28.77700
O 9.87100 30.92000 24.35800
O 10.66000 29.35400 33.20600
O 7.91600 31.92800 25.38400
O 12.04600 30.96800 33.07400
O 11.18900 33.89100 26.71700
O 3.66600 27.36300 28.32200
O 12.41700 29.57000 34.72900
O 13.12200 24.72400 31.40300
O 15.36700 30.92200 30.82600
O 7.64600 29.66400 24.22700
O 15.09400 24.54800 30.63400
O 5.57700 27.70700 29.45000
O 10.20100 27.20500 29.54600
O 12.95000 33.53300 28.53000
O 14.50500 25.88600 32.43700
O 13.50600 33.31800 26.07400
O 9.62200 29.00800 28.32700
O 16.31200 30.22300 32.72500
O 5.64200 26.74400 27.49500
O 15.96700 28.79500 31.11000
N 10.53100 28.13500 28.76700
C 7.85200 32.08500 27.86200
C 15.61500 33.70100 25.19700
C 14.81200 33.65100 26.53400
C 7.03600 26.78300 27.92600
C 7.96800 31.78200 22.66500
C 12.28300 25.48700 32.37500
C 7.73300 31.23400 26.63500
C 15.38500 28.74500 29.83100
C 14.29100 24.98300 31.36800
C 13.34000 26.19300 33.23100
C 4.88600 27.22400 28.44800
C 11.74000 29.90400 33.74900
C 15.96100 30.01500 31.62300
C 6.94800 27.38500 29.43300
C 11.07200 31.15300 31.98200
C 11.82500 31.41300 27.22200
C 14.83800 30.21100 29.70600
C 10.41700 29.75200 31.97400
H 13.44300 25.73700 34.32900
H 12.48700 30.83500 27.51300
H 9.26000 29.85000 31.77800
H 11.59700 24.73700 32.86700
H 11.35700 31.30900 30.84100
H 14.48700 27.99300 29.82800
H 7.65100 28.24400 29.41700
H 15.48700 32.77900 24.69500
H 13.80400 30.36300 29.91100
H 7.72600 31.43400 28.73300
H 8.58500 30.67900 26.63000
H 8.38500 32.67100 22.90500
H 11.02500 31.48300 27.97900
H 11.52500 26.31200 31.79600
H 8.94800 32.42800 27.99900
H 7.59000 25.78200 28.04400
H 14.69700 34.62500 27.06400
H 14.99100 30.82800 28.80600
H 6.90000 30.41700 26.95200
H 15.27000 34.46700 24.68000
H 16.59200 33.73800 25.37300
H 16.27300 28.43400 29.14400
H 11.58200 31.24200 26.07100
H 7.00700 26.77300 30.26300
H 10.60900 31.91600 32.50000
H 8.28200 31.36500 21.76700
H 7.19600 32.87300 27.90500
H 6.84000 31.79000 22.58400
H 13.06200 27.18200 33.56700
H 7.56200 27.49300 27.30400
H 15.26200 32.90500 27.05200
H 10.92900 29.28200 31.26400
*
```